No. 1
{
  "formula": "C17H21N3OS",
  "method": "the ωB97M-V functional and the def2-TZVPD basis",
  "symbols": ["C", "C", "C", "C", "N", "C", "S", "C", "C", "O", "N", "C", "C", "C", "C", "C", "C", "C", "C", "C", "C", "N", "H", "H", "H", "H", "H", "H", "H", "H", "H", "H", "H", "H", "H", "H", "H", "H", "H", "H", "H", "H", "H"],
  "coordinates": [[-0.275, -2.938, -1.656], [0.151, -2.568, -0.233], [0.945, -3.689, 0.425], [0.936, -1.289, -0.266], [0.301, -0.222, -0.795], [0.942, 0.910, -0.858], [0.102, 2.282, -1.555], [-1.407, 1.497, -2.190], [-2.120, 0.480, -1.310], [-2.513, -0.561, -1.805], [-2.411, 0.822, -0.046], [-2.090, 2.042, 0.664], [-3.028, 2.009, 1.869], [-3.109, 0.516, 2.180], [-3.152, -0.110, 0.791], [2.269, 1.069, -0.376], [3.008, 2.260, -0.404], [4.286, 2.276, 0.088], [4.859, 1.110, 0.617], [4.158, -0.065, 0.656], [2.842, -0.115, 0.159], [2.153, -1.275, 0.200], [-0.808, -3.886, -1.646], [0.597, -3.035, -2.300], [-0.935, -2.174, -2.057], [-0.758, -2.373, 0.348], [1.243, -3.408, 1.432], [1.846, -3.893, -0.148], [0.344, -4.594, 0.472], [-2.079, 2.330, -2.408], [-1.148, 0.993, -3.121], [-2.243, 2.921, 0.035], [-1.045, 2.030, 0.998], [-2.650, 2.598, 2.702], [-4.012, 2.387, 1.589], [-3.980, 0.255, 2.777], [-2.211, 0.197, 2.710], [-2.693, -1.099, 0.740], [-4.178, -0.198, 0.415], [2.550, 3.146, -0.818], [4.863, 3.188, 0.069], [5.870, 1.147, 0.998], [4.583, -0.971, 1.059]],
  "nbo_charge": [-0.609, -0.250, -0.598, 0.446, -0.520, 0.159, 0.268, -0.617, 0.718, -0.643, -0.447, -0.207, -0.406, -0.412, -0.207, -0.197, -0.161, -0.220, -0.182, -0.226, 0.271, -0.496, 0.207, 0.197, 0.253, 0.210, 0.215, 0.213, 0.203, 0.246, 0.258, 0.204, 0.192, 0.218, 0.203, 0.220, 0.204, 0.214, 0.198, 0.221, 0.218, 0.217, 0.228],
  "spin_multiplicity": 1,
  "molar_mass_g_mol": 315.44,
  "de_lowest_kcal_mol": 1.9,
  "e_tot_ev": -35324.1789,
  "smiles": "CC(C)c1nc(SCC(=O)N2CCCC2)c2ccccc2n1",
  "lumo_ev": 0.068
}


No. 2
{
  "formula": "C4H8N2O",
  "method": "the ωB97M-V functional and the def2-TZVPD basis",
  "symbols": ["C", "C", "C", "C", "N", "N", "O", "H", "H", "H", "H", "H", "H", "H", "H"],
  "coordinates": [[2.184, -0.971, -0.335], [1.540, -2.152, -0.519], [1.056, -0.178, 0.196], [1.105, 1.295, 0.414], [-0.026, -0.859, 0.351], [-3.431, 0.872, -0.057], [0.261, -2.131, -0.077], [3.115, -0.432, -0.692], [1.925, -3.098, -0.773], [-3.547, 1.831, 0.163], [0.197, 1.749, 0.053], [2.000, 1.589, -0.188], [1.424, 1.522, 1.400], [-4.235, 0.776, -0.750], [-3.570, 0.187, 0.815]],
  "lowdin_spin": [0.593, 0.692, 0.039, -0.008, 0.385, 0.000, 0.230, 0.028, 0.045, 0.000, -0.001, 0.000, -0.002, 0.000, 0.000],
  "spin_multiplicity": 3,
  "molar_mass_g_mol": 100.12,
  "de_lowest_kcal_mol": 51.0,
  "e_tot_ev": -9298.4522,
  "lumo_ev": [1.053, -2.572]
}


No. 3
{
  "formula": "C2H4FeI3O4S",
  "method": "the ωB97M-V functional and the def2-TZVPD basis",
  "symbols": ["Fe", "I", "I", "I", "C", "C", "O", "S", "O", "O", "O", "H", "H", "H", "H"],
  "coordinates": [[0.912, -2.931, -0.941], [2.451, -3.247, -3.093], [-1.780, -2.973, -1.355], [1.823, -3.634, 1.460], [-0.802, 0.904, 1.413], [-1.285, 1.701, 0.190], [-0.396, 1.552, -0.884], [1.038, 0.839, -0.385], [2.223, 1.685, -0.552], [1.083, -0.528, -0.881], [0.545, 0.939, 1.224], [-1.322, -0.054, 1.407], [-1.010, 1.446, 2.336], [-1.169, 2.784, 0.190], [-2.310, 1.516, -0.129]],
  "lowdin_spin": [4.078, 0.321, 0.276, 0.289, 0.000, 0.000, 0.002, 0.002, 0.003, 0.028, 0.000, 0.000, 0.000, 0.000, 0.000],
  "spin_multiplicity": 6,
  "molar_mass_g_mol": 560.67,
  "de_lowest_kcal_mol": 4.6,
  "e_tot_ev": -79852.8630,
  "lumo_ev": [0.017, -3.108]
}


No. 4
{
  "formula": "C2H6O3",
  "method": "the ωB97M-V functional and the def2-TZVPD basis",
  "symbols": ["C", "C", "O", "O", "H", "H", "H", "H", "O", "H", "H"],
  "coordinates": [[-0.352, 0.632, -0.793], [-1.586, 0.030, -0.064], [-2.811, 0.210, -0.037], [-1.087, -0.989, 0.901], [0.383, -0.170, -0.825], [-0.593, 1.157, -1.737], [-0.007, 1.418, -0.087], [-1.982, -1.344, 0.973], [2.473, -0.134, 0.812], [2.176, -0.289, -0.089], [3.385, -0.520, 0.946]],
  "nbo_charge": [-0.721, 0.789, -0.575, -0.719, 0.231, 0.247, 0.263, 0.484, -0.945, 0.466, 0.480],
  "spin_multiplicity": 1,
  "molar_mass_g_mol": 78.07,
  "de_lowest_kcal_mol": 28.1,
  "e_tot_ev": -8313.2899,
  "smiles": "CC(=O)O.O",
  "lumo_ev": 0.634
}


No. 5
{
  "formula": "C4H12",
  "method": "the ωB97M-V functional and the def2-TZVPD basis",
  "symbols": ["C", "C", "H", "H", "H", "H", "H", "H", "C", "C", "H", "H", "H", "H", "H", "H"],
  "coordinates": [[1.871, 1.359, -0.542], [2.415, 0.631, 0.675], [2.590, 2.159, -0.793], [1.967, 0.847, -1.505], [0.917, 1.849, -0.445], [2.397, -0.459, 0.620], [1.993, 1.072, 1.576], [3.490, 0.795, 0.780], [-1.679, -0.573, -0.443], [-2.658, -1.474, 0.308], [-1.727, -0.361, -1.504], [-1.700, 0.355, 0.140], [-0.624, -0.857, -0.357], [-2.995, -1.013, 1.235], [-3.561, -1.646, -0.276], [-2.133, -2.377, 0.622]],
  "nbo_charge": [-0.625, -0.619, 0.204, 0.209, 0.210, 0.208, 0.210, 0.203, -0.628, -0.614, 0.213, 0.204, 0.205, 0.203, 0.209, 0.208],
  "spin_multiplicity": 1,
  "molar_mass_g_mol": 60.14,
  "de_lowest_kcal_mol": 15.7,
  "e_tot_ev": -4341.8467,
  "smiles": "CC.CC",
  "lumo_ev": 1.129
}


No. 6
{
  "formula": "C4H12BN3O2",
  "method": "the ωB97M-V functional and the def2-TZVPD basis",
  "symbols": ["B", "C", "C", "C", "C", "N", "N", "N", "O", "O", "H", "H", "H", "H", "H", "H", "H", "H", "H", "H", "H", "H"],
  "coordinates": [[2.434, -0.809, 0.139], [-2.702, 0.460, 0.382], [1.350, -0.377, 1.161], [-1.999, -0.753, -0.161], [-0.758, -0.391, -1.000], [0.477, 2.640, 0.378], [-0.053, 1.719, -0.266], [0.097, 0.474, -0.164], [2.333, -1.948, -0.697], [3.490, 0.028, 0.044], [-3.552, 0.977, -0.284], [-3.374, 0.099, 1.283], [-1.927, 1.028, 0.936], [0.668, -1.135, 1.605], [1.602, 0.448, 1.794], [-2.780, -1.363, -0.870], [-1.711, -1.353, 0.719], [-0.203, -1.221, -1.308], [-1.075, 0.061, -1.892], [0.292, 3.524, 0.068], [3.120, -1.888, -1.303], [4.272, -0.221, -0.563]],
  "nbo_charge": [1.053, -0.637, -0.570, -0.400, -0.232, -0.531, 0.038, -0.197, -0.882, -0.883, 0.223, 0.204, 0.227, 0.223, 0.241, 0.199, 0.204, 0.213, 0.209, 0.332, 0.475, 0.491],
  "spin_multiplicity": 1,
  "molar_mass_g_mol": 144.97,
  "de_lowest_kcal_mol": 43.2,
  "e_tot_ev": -13582.3401,
  "lumo_ev": 0.125
}